{"formula": "C19H21N3O5", "method": "ωB97M-V/def2-TZVPD", "relative_energy_ev": 0.767, "gap_ev": 8.55, "total_charge": 0, "e_lumo_ev": 0.061, "species": ["O", "O", "O", "O", "O", "N", "N", "N", "C", "C", "C", "C", "C", "C", "C", "C", "C", "C", "C", "C", "C", "C", "C", "C", "C", "C", "C", "H", "H", "H", "H", "H", "H", "H", "H", "H", "H", "H", "H", "H", "H", "H", "H", "H", "H", "H", "H", "H"], "positions_angstrom": [[0.2697, -0.8566, -0.5984], [-5.4102, 1.0876, -0.4574], [0.5224, 3.1274, -1.0856], [-4.4613, -0.9406, -0.1211], [2.9931, 3.0327, -0.4031], [2.4865, -1.0275, -0.2322], [-0.7801, 1.8419, 0.1867], [-3.3572, 0.8971, 0.4866], [2.5804, -2.4814, -0.2721], [-2.2516, 0.0367, 0.8642], [4.7199, -1.4362, 0.0314], [1.5352, 1.1498, -0.2955], [-5.6093, -1.5595, -0.6991], [0.3867, 2.0819, -0.4326], [6.0191, -1.0147, 0.1623], [3.7150, -0.4755, -0.0868], [6.2880, 0.3623, 0.1624], [3.9549, 0.8927, -0.0997], [1.3335, -0.2922, -0.3853], [-4.4860, 0.4073, -0.0741], [-3.1575, 2.3230, 0.5836], [-1.8831, 2.7370, -0.1447], [4.0748, -2.7945, -0.0319], [5.2909, 1.3024, 0.0284], [-5.5977, -3.0300, -0.3244], [-1.0476, 0.8956, 1.2395], [2.7957, 1.7274, -0.2763], [7.3118, 0.6888, 0.2631], [-4.0231, 2.8042, 0.1244], [-0.1835, 0.2581, 1.4042], [-6.5098, -1.0568, -0.3295], [-1.6122, 3.7674, 0.1136], [-2.0325, 2.6981, -1.2281], [1.9294, -2.9074, 0.4952], [-6.4502, -3.5286, -0.7763], [6.8286, -1.7224, 0.2568], [-4.6820, -3.4956, -0.6782], [-5.6499, -3.1431, 0.7551], [-5.5699, -1.4312, -1.7872], [-1.2455, 1.4477, 2.1672], [4.4937, -3.3953, -0.8397], [2.1335, 3.4291, -0.7136], [-1.9743, -0.6086, 0.0254], [4.2232, -3.3411, 0.9010], [2.2294, -2.8380, -1.2441], [5.5158, 2.3567, 0.0192], [-2.5407, -0.5983, 1.7090], [-3.1160, 2.6221, 1.6377]], "nbo_charge": [-0.66, -0.66, -0.68, -0.53, -0.66, -0.39, -0.41, -0.45, -0.20, -0.22, -0.05, -0.38, -0.06, 0.70, -0.16, 0.20, -0.24, -0.10, 0.66, 0.90, -0.23, -0.22, -0.43, -0.16, -0.62, -0.22, 0.46, 0.22, 0.26, 0.24, 0.20, 0.21, 0.22, 0.21, 0.21, 0.22, 0.21, 0.21, 0.18, 0.19, 0.23, 0.52, 0.24, 0.23, 0.22, 0.23, 0.20, 0.19]}

=====

{"formula": "C21H32Ge2ORbS6", "method": "ωB97M-V/def2-TZVPD", "relative_energy_ev": 2.050, "gap_ev": [5.90, 3.72], "total_charge": -1, "e_lumo_ev": [1.901, 0.592], "species": ["Rb", "Ge", "Ge", "S", "S", "S", "S", "S", "S", "O", "C", "C", "C", "C", "C", "C", "C", "C", "C", "C", "C", "C", "C", "C", "C", "C", "C", "C", "C", "C", "C", "H", "H", "H", "H", "H", "H", "H", "H", "H", "H", "H", "H", "H", "H", "H", "H", "H", "H", "H", "H", "H", "H", "H", "H", "H", "H", "H", "H", "H", "H", "H", "H"], "positions_angstrom": [[-1.2966, 1.3185, 1.7459], [0.6104, 0.3210, -0.7840], [-2.1907, -0.9662, -0.4937], [-1.3816, 5.6389, 5.6109], [-3.1005, 3.6557, 6.8054], [0.7948, 0.3162, 3.7154], [-0.2383, 3.8387, 3.5763], [-2.3075, 1.4715, 4.9900], [-3.0758, 6.4096, 7.9249], [0.9815, 0.4516, 2.2454], [-1.2478, -1.2728, -2.2109], [-1.5739, -2.3889, 0.8294], [-0.2055, -2.9911, 0.5176], [2.1226, 1.2817, 4.4794], [-3.9890, -3.1997, -1.3970], [1.5097, -1.3041, 4.1294], [-2.1393, 3.0806, 5.4374], [0.7079, 2.2861, -1.2920], [2.5665, -0.1936, -0.5720], [-0.6067, 2.8203, -1.8565], [-4.0227, -1.7081, -1.0540], [1.7767, 0.1744, -5.5852], [1.1039, 0.3038, -4.3812], [3.4500, -0.0143, -1.8078], [0.9986, -2.0821, -4.1828], [-1.3025, 4.0415, 4.8623], [-0.0656, -0.6852, -2.4062], [-2.5420, 5.2921, 6.8459], [2.0696, -1.0849, -6.0923], [0.6902, -0.8208, -3.6632], [1.6833, -2.2127, -5.3820], [0.8486, -2.0633, 3.7151], [2.2094, 1.0059, 5.5300], [3.1457, -0.6787, -2.6151], [-0.5327, 3.8793, -2.1215], [4.4969, -0.2321, -1.5692], [1.5620, -1.3944, 5.2143], [0.8900, 1.2879, -3.9807], [1.8411, 2.3280, 4.3900], [2.4952, -1.3721, 3.6718], [2.9442, 0.4153, 0.2541], [3.0420, 1.0761, 3.9326], [2.0787, 1.0630, -6.1273], [-1.4208, 2.7141, -1.1349], [-4.3250, -1.1354, -1.9361], [2.5953, -1.1823, -7.0347], [0.5575, -2.2093, 0.4845], [2.6032, -1.2338, -0.2367], [-3.8481, -3.8075, -0.5023], [1.5146, 2.4122, -2.0206], [0.7056, -2.9607, -3.6207], [1.9146, -3.1998, -5.7654], [-0.2146, -3.4868, -0.4550], [-3.1710, -3.4313, -2.0833], [-1.5465, -1.9233, 1.8228], [-1.7352, -1.8105, -3.0314], [0.9965, 2.8378, -0.3915], [0.0954, -3.7277, 1.2720], [-4.9251, -3.5219, -1.8662], [3.4035, 1.0088, -2.1884], [-2.3256, -3.1795, 0.8752], [-4.7780, -1.5211, -0.2858], [-0.8974, 2.2656, -2.7510]], "nbo_charge": [0.86, 0.99, 0.80, 0.46, 0.46, 1.27, -0.21, -0.16, -0.09, -1.02, -0.60, -0.81, -0.61, -0.82, -0.62, -0.82, -0.42, -0.84, -0.82, -0.61, -0.80, -0.21, -0.21, -0.61, -0.16, -0.41, -0.43, -0.57, -0.24, -0.07, -0.23, 0.24, 0.22, 0.21, 0.19, 0.19, 0.22, 0.21, 0.26, 0.23, 0.21, 0.23, 0.20, 0.19, 0.20, 0.20, 0.21, 0.20, 0.19, 0.20, 0.20, 0.20, 0.20, 0.20, 0.18, 0.18, 0.21, 0.18, 0.19, 0.19, 0.20, 0.20, 0.21]}

=====

{"formula": "C8H2F15N9O4SbSc", "method": "ωB97M-V/def2-TZVPD", "relative_energy_ev": 0.701, "multiplicity": 2, "gap_ev": [10.01, 6.69], "total_charge": -1, "s2": 0.769, "e_lumo_ev": [2.133, -1.813], "species": ["Sb", "Sc", "F", "F", "F", "F", "F", "F", "F", "F", "F", "F", "F", "F", "F", "F", "F", "O", "O", "O", "O", "N", "N", "N", "N", "N", "N", "N", "N", "N", "C", "C", "C", "C", "C", "C", "C", "C", "H", "H"], "positions_angstrom": [[-4.9528, 1.0700, -0.1875], [0.1565, 0.5158, -0.4703], [-0.1203, 0.0199, 1.2743], [4.6906, -0.1823, -1.2029], [-5.8375, 2.7801, -0.6126], [4.4103, 2.7976, 1.5395], [3.3699, 3.5804, -0.1624], [-6.2698, -0.1199, -1.0307], [-5.8508, 0.8295, 1.4391], [3.7800, 1.4728, -2.1775], [5.3593, 1.8638, -0.7797], [3.1415, -1.0287, 0.6262], [-3.9482, 1.1337, -1.8572], [-3.5743, 1.9267, 0.7835], [2.2429, 2.9352, 1.5001], [2.7581, 0.2985, 2.2787], [4.7477, 0.0567, 1.5685], [-0.9964, 2.2874, -1.0131], [1.2304, -2.1352, 3.0411], [1.9698, 1.1368, -0.4721], [-0.9913, 0.5769, -2.3831], [1.5052, -3.4975, -1.4010], [0.5122, -3.8693, -0.5745], [0.3376, -1.7585, -0.9450], [-4.4245, -1.7217, 0.9869], [1.3583, -2.1723, -1.6279], [-2.6296, -0.8609, -0.0053], [-3.5423, -2.6585, 1.0461], [-1.3487, -2.9060, 0.3701], [-3.8827, -0.6907, 0.3909], [4.2712, 1.0852, -1.0200], [-1.3206, 1.7391, -2.0863], [-0.2347, -2.8072, -0.3590], [0.1082, -2.1438, 3.0084], [3.2995, 2.6511, 0.7791], [3.4729, 0.1192, 1.1833], [3.1951, 1.2646, 0.1248], [-2.4520, -2.1478, 0.4746], [-1.8920, 2.3454, -2.7889], [-1.6491, -3.7859, 0.7416]], "nbo_charge": [3.05, 1.92, -0.69, -0.31, -0.66, -0.32, -0.31, -0.66, -0.67, -0.30, -0.33, -0.30, -0.66, -0.66, -0.29, -0.30, -0.32, -0.73, -0.50, -0.85, -0.73, -0.07, -0.27, -0.38, 0.00, -0.01, -0.21, -0.27, -0.37, -0.23, 0.97, 0.66, 0.42, 0.50, 0.96, 0.96, 0.03, 0.37, 0.11, 0.45]}

=====

{"formula": "C51H39ClInN11O3PS2", "method": "ωB97M-V/def2-TZVPD", "relative_energy_ev": 0.000, "gap_ev": 6.88, "total_charge": 1, "e_lumo_ev": -3.476, "species": ["In", "Cl", "S", "S", "P", "O", "O", "O", "N", "N", "N", "N", "N", "N", "N", "N", "N", "N", "N", "C", "C", "C", "C", "C", "C", "C", "C", "C", "C", "C", "C", "C", "C", "C", "C", "C", "C", "C", "C", "C", "C", "C", "C", "C", "C", "C", "C", "C", "C", "C", "C", "C", "C", "C", "C", "C", "C", "C", "C", "C", "C", "C", "C", "C", "C", "C", "C", "C", "C", "C", "H", "H", "H", "H", "H", "H", "H", "H", "H", "H", "H", "H", "H", "H", "H", "H", "H", "H", "H", "H", "H", "H", "H", "H", "H", "H", "H", "H", "H", "H", "H", "H", "H", "H", "H", "H", "H", "H", "H"], "positions_angstrom": [[-0.6575, 0.0739, -0.2546], [0.1337, -0.3946, -7.3634], [-2.9190, 1.1119, -0.2571], [-3.5036, -2.0877, -1.2156], [-4.0262, -0.2223, -1.4280], [4.7033, 4.9578, -4.0674], [-1.5019, 0.5620, 6.5374], [3.1421, 6.1696, -3.2051], [0.0664, 2.3702, -1.4329], [3.7133, 5.1119, -3.3879], [-1.9012, 0.0799, 8.6443], [-1.4537, -2.9444, 3.0754], [-0.1704, 1.4202, 1.5723], [-1.2937, -1.4071, 1.5531], [-2.6997, -2.4342, 2.9592], [-0.1243, 3.2818, 2.6802], [-2.0845, 1.4483, 8.4622], [1.0304, 2.6546, 2.9996], [1.9542, 0.6899, -0.4028], [-3.9538, 0.3796, -3.1365], [-1.8859, 2.9626, 6.5124], [-0.8421, 3.2066, -1.8974], [0.0774, -1.5683, -1.4515], [4.2215, -0.0767, -0.2425], [-0.5298, 4.3421, -2.6487], [-5.7139, 0.1384, -0.8895], [0.9676, 1.5462, 2.3127], [-0.8342, 2.5391, 1.8402], [-0.8812, -1.5167, -5.1209], [3.7193, 1.9123, -1.4733], [1.7809, 3.7676, -2.4190], [0.7794, 4.6223, -2.9223], [-0.6292, -2.3233, 2.2383], [-1.0847, -3.5017, 5.4648], [-5.0171, 0.6188, -5.2848], [-6.2339, 1.4228, -1.0540], [-7.7749, -0.5648, 0.1267], [-2.5660, 5.2583, 6.4143], [-3.8553, 1.1780, -5.8017], [1.1823, -0.6083, -3.5180], [3.1937, 3.9256, -2.6677], [-6.4849, -0.8552, -0.3009], [-1.2489, 4.3185, 4.6297], [-1.5609, -0.3961, 7.5004], [4.6557, 0.9799, -0.9993], [0.1304, -1.3108, -2.9280], [-0.8078, -4.4258, 6.4675], [4.1150, 3.0414, -2.2557], [-1.0029, -2.7087, 8.1385], [-1.2728, -1.7839, 7.1376], [-2.5666, -1.5173, 2.0348], [-0.7650, -4.0306, 7.7952], [-7.5190, 1.7070, -0.6277], [-1.8475, 1.6838, 7.2223], [-2.5475, 4.0443, 7.0818], [2.8539, -0.1717, 0.0291], [2.3678, 1.7236, -1.1573], [-1.3094, -2.1775, 5.8024], [-1.2379, 3.0988, 5.2884], [-0.4920, 4.5289, 3.3368], [-2.7386, 1.3252, -4.9921], [-5.0695, 0.2209, -3.9574], [0.1512, -0.7770, -5.6686], [1.1966, -0.3306, -4.8768], [-2.7880, 0.9188, -3.6671], [-1.1711, -3.9953, 4.0372], [1.3704, 2.6457, -1.6765], [-0.8881, -1.7754, -3.7592], [-1.9224, 5.3961, 5.1939], [-8.2895, 0.7113, -0.0355], [-1.9405, 6.3515, 4.6814], [4.9050, -0.8212, 0.1402], [1.0456, 5.4854, -3.5095], [1.7473, 0.8048, 2.3480], [1.0602, -1.8299, -1.0586], [-1.0772, 5.1184, 2.6317], [-5.9810, -0.2086, -3.5602], [-3.0416, 3.9222, 8.0361], [-1.9679, -4.7313, 3.9400], [-6.0733, -1.8504, -0.1867], [-9.2956, 0.9346, 0.2953], [2.4831, -1.0003, 0.6257], [-0.6331, -5.4648, 6.2103], [-0.7092, 2.2493, 4.8766], [-5.6351, 2.1961, -1.5224], [-1.9007, 1.0002, -3.0548], [2.0166, 0.2162, -5.3244], [-3.0868, 6.1022, 6.8462], [5.7044, 1.1054, -1.2389], [-8.3771, -1.3395, 0.5832], [-1.8729, 2.9538, -1.6852], [-3.8174, 1.4884, -6.8382], [-5.8873, 0.4951, -5.9162], [-1.8036, 2.8174, 1.4567], [-1.3250, 4.9741, -3.0183], [-0.6212, -2.3700, -1.2213], [-1.6859, -1.8706, -5.7517], [-0.2393, -4.4724, 3.7331], [-3.3870, -0.9198, 1.6776], [0.4444, 5.0545, 3.5185], [5.1570, 3.1968, -2.4990], [-0.5519, -4.7578, 8.5672], [-1.8208, 1.7334, -5.3982], [0.4152, -2.5745, 2.1406], [-1.7149, -2.3279, -3.3300], [-7.9248, 2.7016, -0.7581], [2.0225, -0.2882, -2.9142], [-0.9867, -2.3858, 9.1707], [-1.5514, -1.4465, 5.0427]], "mulliken_charge": [1.87, -0.22, -0.63, -0.50, 1.85, -0.56, -0.22, -0.56, 0.69, 0.94, -0.47, 0.62, 0.58, 0.08, -0.77, 0.83, -0.48, -0.88, 0.45, -0.03, -0.07, -0.37, -1.21, -1.25, -1.37, 0.08, -0.83, -0.48, -0.93, 1.57, 1.08, -0.92, -0.25, 1.06, -0.67, -0.25, -0.67, -0.60, -0.83, 0.36, 0.26, -0.50, 1.17, 0.53, -0.92, -0.38, -0.86, -0.94, -0.96, -0.13, -0.70, -0.58, -0.76, 0.52, -0.93, -0.34, -1.38, -0.26, -0.18, -1.57, -0.59, -0.93, 0.28, -1.17, 0.36, -1.33, -0.12, -0.06, -0.91, -0.42, 0.46, 0.49, 0.56, 0.73, 0.80, 0.48, 0.49, 0.52, 0.38, 0.39, 0.40, 0.37, 0.45, 0.71, 0.37, -0.03, 0.51, 0.41, 0.47, 0.42, 0.42, 0.42, 0.44, 0.53, 0.55, 0.62, 0.48, 0.39, 0.65, 0.34, 0.56, 0.40, 0.57, 0.46, 0.39, 0.41, 0.49, 0.52, 0.75]}

=====

{"formula": "C37H42MnN8O3SSe", "method": "ωB97M-V/def2-TZVPD", "relative_energy_ev": 2.791, "multiplicity": 6, "gap_ev": [5.76, 6.72], "total_charge": 0, "s2": 8.803, "e_lumo_ev": [-0.009, -0.380], "species": ["Se", "Mn", "S", "O", "O", "O", "N", "N", "N", "N", "N", "N", "N", "N", "C", "C", "C", "C", "C", "C", "C", "C", "C", "C", "C", "C", "C", "C", "C", "C", "C", "C", "C", "C", "C", "C", "C", "C", "C", "C", "C", "C", "C", "C", "C", "C", "C", "C", "C", "C", "C", "H", "H", "H", "H", "H", "H", "H", "H", "H", "H", "H", "H", "H", "H", "H", "H", "H", "H", "H", "H", "H", "H", "H", "H", "H", "H", "H", "H", "H", "H", "H", "H", "H", "H", "H", "H", "H", "H", "H", "H", "H", "H"], "positions_angstrom": [[1.2354, 0.4073, -0.5879], [-2.4412, -0.7380, -1.5320], [-0.9078, 0.5051, -3.2253], [-1.8119, -1.1398, 3.4684], [-1.0377, -1.5161, -0.6253], [-3.7245, 0.4291, -2.3587], [-1.0670, -2.0784, -3.7410], [-2.5166, 0.3855, -0.0500], [-1.9518, -0.2412, 1.0061], [-3.9870, -1.9720, -1.0800], [0.6109, -0.9123, -4.8482], [-2.1453, -2.1341, -2.9021], [2.1055, 2.8432, 0.5575], [2.3437, 1.1087, 1.9044], [-4.5482, -3.9336, 0.7796], [-3.5861, -4.1613, -0.1787], [-4.2999, 3.5439, -0.5591], [-4.9031, 2.3602, -3.0004], [2.9188, 4.0720, -1.4228], [3.0271, 4.5868, 2.1329], [0.4077, -4.0032, 3.4295], [-3.1238, 1.5285, 0.1786], [3.4018, -1.0957, 2.3968], [2.1567, -0.2091, 2.4559], [1.9248, 1.5001, 0.6714], [4.9022, -2.5070, 0.9470], [3.7968, -1.4622, 0.9684], [-5.2747, -2.7419, 0.7699], [-0.4615, -3.0234, 3.8688], [2.6579, 3.3153, 1.7253], [3.7220, 3.6213, 4.2438], [-0.6706, -2.1826, 1.6171], [-2.2787, -3.2183, -2.1113], [3.3452, 2.3483, 3.8509], [-4.9560, -1.8012, -0.1989], [-5.0321, 4.2352, -1.4923], [-4.1177, 1.6249, -2.0829], [1.7187, 3.6410, -0.5780], [2.8557, 2.3934, -3.3299], [-0.4151, -0.9304, -3.9510], [-1.3727, -4.4077, -2.2715], [2.8110, 2.2091, 2.5816], [-1.2477, -1.2867, 0.6135], [3.6116, 2.8948, -2.1072], [0.1915, -3.1965, 1.1918], [-0.9982, -2.0906, 2.9823], [-3.8323, 2.2441, -0.8149], [3.5638, 4.7177, 3.4031], [-3.2859, -3.1471, -1.1248], [0.7433, -4.0882, 2.0848], [-5.3525, 3.6259, -2.7080], [1.4167, -4.8591, 1.7378], [2.9213, -1.8485, 0.4448], [4.2353, -0.5974, 2.8997], [5.1791, -2.7497, -0.0755], [1.8258, -0.0926, 3.4931], [-3.0840, 1.9258, 1.1889], [4.1446, 3.7667, 5.2258], [-0.7614, -2.9360, -4.1969], [1.1738, -0.0767, -4.7936], [-4.7417, -4.6771, 1.5379], [2.7719, 3.1823, -4.0734], [-0.3399, -4.0825, -2.4079], [4.5672, -3.4178, 1.4387], [-3.0480, -5.0966, -0.1919], [2.5647, 4.7770, -2.1768], [1.3577, -0.6909, 1.8851], [-5.9660, 4.1620, -3.4179], [-2.0917, -0.5671, 2.7158], [3.4619, 1.4976, 4.5026], [1.0328, 3.0390, -1.1792], [3.8656, 5.6940, 3.7513], [4.1212, -0.5641, 0.4374], [5.7828, -2.1376, 1.4672], [-5.4916, -0.8631, -0.2777], [-5.1525, 1.8864, -3.9368], [-1.6657, -5.0126, -3.1325], [1.8561, 2.0568, -3.0676], [3.1683, -2.0088, 2.9495], [1.1178, -1.7692, -5.0136], [3.3905, 1.5566, -3.7725], [0.8197, -4.7111, 4.1355], [-1.3970, -5.0415, -1.3919], [1.1867, 4.5231, -0.2081], [-4.0675, 3.9869, 0.3993], [-5.3627, 5.2405, -1.2790], [-0.7399, -2.9495, 4.9089], [4.6131, 3.2065, -2.4110], [3.6356, 4.5929, -0.7829], [2.9010, 5.4436, 1.4907], [0.4315, -3.2413, 0.1401], [3.7235, 2.0783, -1.3905], [-6.0612, -2.5484, 1.4793]], "mulliken_charge": [-0.56, -1.25, -0.53, -0.72, -0.19, -0.61, -0.33, 1.21, -1.45, 0.13, -0.54, 0.30, 0.72, 0.90, -0.56, -0.76, -0.94, -0.67, -0.76, -0.65, -0.47, -0.21, -0.72, 0.26, -0.22, -1.65, 0.74, -0.87, -0.77, 0.42, -0.75, -0.73, 0.89, -0.73, -0.09, -0.69, 0.42, -1.08, -0.88, 0.60, -2.04, 0.76, 2.16, 0.02, -0.47, 1.04, 0.59, -0.78, 0.80, -1.10, -0.50, 0.48, -0.18, 0.47, 0.42, 0.61, 0.42, 0.40, 0.33, 0.25, 0.43, 0.40, 0.64, 0.34, 0.34, 0.49, -1.61, 0.41, 0.46, 0.41, 0.17, 0.40, 0.01, 0.37, 0.45, 0.48, 0.29, -0.01, 0.46, 0.22, 0.33, 0.41, 0.36, 0.49, 0.40, 0.39, 0.50, 0.40, 0.36, 0.41, 0.55, -0.11, 0.44]}